DFT (ωB97M-V/def2-TZVPD) results for a 12-piece molecular cluster, C48H120N12O6 overall.

Maximum force in Eh/bohr: 0.07255
ΔE to the lowest compared entry with this formula, charge and spin in kcal/mol: 58.3
Total energy in eV: -81884.500
HOMO-LUMO gap in hartree: 0.2951
Structure (SMILES): CCN(CC)CC.CCN(CC)CC.CCN(CC)CC.CCN(CC)CC.CCN(CC)CC.CCN(CC)CC.CC(N)=O.CC(N)=O.CC(N)=O.CC(N)=O.CC(N)=O.CC(N)=O
Total charge: 0

Element x y z (Å)
1 H 8.616 -2.360 -1.279
2 C -7.145 -4.254 -3.720
3 H 2.035 -8.102 9.676
4 H 1.536 -9.191 -5.286
5 N -5.292 2.545 4.859
6 H 4.342 -2.527 0.710
7 H 7.100 -2.976 -2.983
8 H -7.666 -3.321 -3.932
9 H -1.092 -0.156 -0.528
10 N -0.429 -0.903 -8.186
11 C -0.411 1.176 1.056
12 H 4.737 -6.670 7.723
13 H -0.216 -6.447 8.134
14 C -2.435 -2.368 -8.080
15 H -4.292 5.764 -0.256
16 C 2.640 -5.550 7.602
17 H 1.888 -6.422 -5.528
18 H -0.854 -0.293 7.273
19 H -1.844 2.968 9.556
20 H 2.440 7.589 4.089
21 C -1.265 1.484 8.399
22 H 0.361 -5.677 -5.200
23 H -2.209 0.004 0.843
24 H 7.893 -1.694 0.194
25 C 0.765 -0.587 -8.955
26 H -6.702 -4.453 -4.696
27 H 4.676 -5.183 9.865
28 H 4.135 -5.575 6.076
29 H -0.699 -5.522 -2.663
30 H 5.789 -1.725 -4.688
31 C 4.590 7.789 1.102
32 C -2.249 -6.112 2.776
33 C 8.699 -0.150 -1.311
34 H 3.241 11.729 0.330
35 C -7.209 8.378 0.838
36 C 0.012 -7.325 -6.558
37 C -6.261 6.647 -0.636
38 H -0.887 1.310 -5.588
39 H 0.564 0.154 -9.729
40 C -4.817 6.701 -0.073
41 C 4.107 -7.043 8.530
42 C 0.831 -6.644 -5.377
43 C 0.286 -7.352 8.475
44 C 3.473 8.766 0.625
45 H 2.562 -8.370 -4.164
46 H -7.981 8.337 -2.997
47 H -0.276 -0.255 2.493
48 H 5.002 2.618 -2.794
49 C 8.020 -1.540 -0.877
50 H 0.317 -8.372 -6.582
51 H -6.148 6.406 -1.693
52 H 1.949 6.939 1.537
53 H -1.882 -1.001 -9.693
54 C 1.159 -9.700 -3.151
55 N 6.693 -1.636 -1.457
56 C 1.538 -8.716 -4.305
57 H 0.534 -7.399 -2.029
58 H 4.803 -2.662 -3.470
59 C -6.988 8.773 -2.887
60 H 2.940 8.557 -0.302
61 H 1.090 -9.371 -2.115
62 H -7.828 -5.015 -3.341
63 H 3.687 -6.619 10.505
64 O -1.609 -3.880 3.357
65 H 1.208 10.247 0.698
66 C -1.127 0.189 -7.508
67 C 0.969 -6.831 -2.851
68 C 1.506 7.734 3.546
69 O -5.730 1.105 3.294
70 H 1.112 8.601 4.076
71 H -2.137 -0.077 -7.196
72 H 0.222 -6.920 -7.548
73 H 4.024 9.660 0.331
74 H -8.390 6.688 1.370
75 C 5.799 -2.540 -0.737
76 H 1.441 -2.011 -10.379
77 H 4.865 -0.887 -3.539
78 C -6.690 9.049 -1.428
79 H 2.054 -6.802 -2.749
80 H 1.614 -2.631 -8.658
81 C 1.892 10.328 1.542
82 C -7.627 2.148 4.430
83 H 5.400 -6.683 10.210
84 C -1.503 0.537 0.205
85 H -2.541 -0.079 7.594
86 H 0.772 1.181 2.507
87 H -6.677 -2.301 -1.911
88 C 2.789 11.650 1.318
89 H -4.723 6.933 0.988
90 H 0.763 -4.757 -3.416
91 H 0.512 1.213 -6.665
92 N -7.064 7.873 -0.522
93 H -6.304 8.091 -3.392
94 H -5.277 -2.925 -1.210
95 H 2.550 -4.779 5.634
96 H -8.210 2.117 3.509
97 H 7.429 -1.234 -3.385
98 H 1.910 -10.490 -3.139
99 H -4.232 7.497 -0.534
100 C 1.719 -7.228 9.106
101 H -1.969 -6.599 3.711
102 N 0.714 -7.473 -4.159
103 H 3.857 6.172 -3.777
104 H -7.056 9.646 -3.535
105 H 5.944 -2.194 1.388
106 H 4.943 -2.765 -1.373
107 H -4.335 2.592 4.540
108 H 6.268 -3.485 -0.464
109 H -1.957 1.412 -0.261
110 O 5.177 3.746 -4.696
111 C 3.449 5.214 -4.101
112 C -0.332 0.655 -6.259
113 C -2.494 -4.602 3.008
114 H 0.733 -5.156 -1.678
115 N -5.929 -2.976 -1.980
116 H 3.269 5.228 -5.176
117 H 1.577 -5.321 7.665
118 H -2.842 -3.285 -8.507
119 H 2.606 -1.249 -9.383
120 H -3.874 -3.087 2.824
121 H -2.946 1.616 9.560
122 H 1.639 -6.457 9.873
123 H -7.729 3.115 4.923
124 C 5.446 -1.802 -3.656
125 N -3.702 -4.073 2.690
126 H 2.476 4.983 -3.669
127 N 2.592 9.061 1.748
128 H 4.965 -0.916 0.555
129 H 3.118 -4.684 8.060
130 H -3.309 -1.779 -7.805
131 H -1.511 -6.356 2.012
132 H 3.514 3.382 -2.116
133 C 5.264 -1.964 0.568
134 H 0.654 8.076 1.665
135 H 8.922 -0.190 -2.378
136 H -8.035 1.453 5.164
137 H -7.970 9.153 0.930
138 N -0.062 0.692 2.215
139 H 3.688 11.567 1.929
140 H 8.146 0.746 -1.031
141 H 4.224 6.793 1.351
142 H -1.117 0.924 -8.312
143 H 4.515 -8.045 8.665
144 H 0.327 -10.322 -3.483
145 H -1.046 -7.315 -6.292
146 C -6.055 -4.136 -2.606
147 C 4.469 -6.253 9.839
148 H -0.949 -2.399 -9.485
149 H -5.614 9.156 -1.291
150 C -1.427 -1.606 -8.909
151 C -7.580 7.294 1.776
152 H 9.540 -0.113 -0.619
153 N 4.225 3.262 -2.823
154 H -0.420 -7.919 9.083
155 H -7.187 9.976 -1.141
156 N 2.746 -6.930 8.096
157 H 5.349 7.490 0.379
158 H -0.009 -0.207 -5.675
159 H -3.122 -6.653 2.412
160 H 2.726 -6.513 5.591
161 O 0.180 2.172 0.626
162 O -0.200 2.015 8.058
163 C -1.553 0.051 8.035
164 H -1.465 -0.564 8.930
165 C 1.654 -1.778 -9.336
166 C 3.046 -5.617 6.123
167 H -7.904 7.471 2.801
168 N -2.151 2.093 9.158
169 C 1.683 7.900 1.977
170 H -6.811 6.540 1.947
171 H 1.338 -0.082 -8.178
172 H 2.349 12.577 1.685
173 H -4.434 -4.641 2.287
174 C -6.155 1.929 4.104
175 H 1.262 10.388 2.430
176 H -6.207 8.726 1.092
177 C 0.389 -5.456 -2.668
178 H -5.555 3.203 5.578
179 C 6.789 -1.939 -2.853
180 H -6.823 5.792 -0.260
181 H 0.327 -7.824 7.494
182 H -2.007 -2.666 -7.123
183 C 4.315 4.029 -3.896
184 H 0.876 6.872 3.767
185 O -5.318 -5.068 -2.418
186 H 5.184 8.113 1.957